No. 1
C4H11NO | the ωB97M-V functional and the def2-TZVPD basis

The HOMO energy is -8.91 eV. The SMILES is CN[C@H](C)CO.

Each line ends with the Löwdin charge.
Positions of all 17 atoms, in Å:
C: -1.627523 -0.483826 1.381455  -0.176
N: -0.794489 -1.099488 0.456130  -0.112
C: 0.345970 -0.347207 -0.117455  -0.420
C: 1.502082 0.012580 0.834975  -0.058
C: -0.199749 0.749712 -0.911051  -0.284
O: 0.705289 0.991951 -1.942585  -0.033
H: -1.125254 -0.080601 2.272560  0.076
H: -2.414484 -1.107289 1.758040  0.067
H: -2.206400 0.329150 0.763802  0.116
H: -0.312463 -1.823748 0.954299  0.095
H: 0.804420 -1.148710 -0.715993  0.145
H: 2.377599 0.440967 0.369550  0.060
H: 1.918997 -0.916975 1.370328  0.097
H: 1.050906 0.696770 1.651452  0.096
H: -1.162859 0.451546 -1.297703  0.122
H: -0.387393 1.647284 -0.325258  0.128
H: 1.251353 1.684847 -1.580857  0.081

Forces on atoms 1 to 3 (eV/Å):
C -2.04 3.38 -0.27
N 2.02 -1.61 -0.36
C 0.42 -2.37 1.21


No. 2
C6H21N5O5STi | the ωB97M-V functional and the def2-TZVPD basis

As for the spin multiplicity: 3. The HOMO energy (alpha / beta) is -6.03 / -6.55 eV.

Each line ends with the Löwdin spin population.
Positions of all 39 atoms, in Å:
O: -1.080731 -2.514724 2.609666  0.000
H: -1.923855 -2.748239 3.107483  0.000
Ti: -0.207195 -0.362709 0.118412  0.980
N: 1.276403 -1.217976 -1.025042  0.248
N: -0.618989 0.430106 -1.820829  0.239
O: 2.364731 -1.965160 -0.573449  0.066
O: -1.512512 1.373333 -2.367888  0.039
C: 1.300765 -0.858528 -2.341966  0.139
C: 0.269066 0.035198 -2.758270  0.157
C: 2.348222 -1.435657 -3.227270  0.019
C: 0.013518 0.479668 -4.151846  0.023
H: 2.859078 -2.270192 -2.733303  0.000
H: 3.119168 -0.694860 -3.504249  0.007
H: 1.888511 -1.805594 -4.157621  0.005
H: -0.607184 1.378945 -4.188340  0.000
H: -0.516698 -0.308202 -4.719921  0.010
H: 0.931015 0.680845 -4.725473  0.003
H: 2.113395 -2.267791 0.336276  0.000
H: -2.210957 1.555265 -1.722337  0.000
O: 1.249067 1.617763 -0.019506  0.013
H: 2.177923 1.628885 0.272350  0.000
H: 1.265375 2.073130 -0.896160  0.001
C: -1.656510 -1.662961 -0.105190  -0.019
H: -1.552433 -2.267106 0.856198  0.000
H: -1.437629 -2.264469 -1.005240  0.002
H: -2.643989 -1.172069 -0.163119  -0.002
O: 1.333096 -3.495207 1.724672  0.003
H: 0.784056 -3.357608 2.541310  0.000
H: 0.715195 -3.958188 1.122687  0.000
N: -1.341529 1.188842 1.197433  0.013
N: -0.657723 1.539434 2.432097  0.013
C: 0.394313 0.780806 2.835323  0.014
N: 1.166024 1.413351 3.764861  0.003
S: 0.655845 -0.825278 2.290403  0.018
H: -2.234337 0.771830 1.502278  0.001
H: -1.615556 2.036332 0.639181  0.004
H: -0.551714 2.573030 2.515187  0.000
H: 1.936606 0.858080 4.117275  0.001
H: 0.868650 2.260592 4.261492  0.000

Forces on atoms 1 to 3 (eV/Å):
O -1.71 -0.99 1.36
H 1.70 0.33 -0.81
Ti 0.40 0.49 -1.31


No. 3
C6H9ClN2 | the ωB97M-V functional and the def2-TZVPD basis

The HOMO energy is -8.24 eV.

Each line ends with the Löwdin charge.
Positions of all 18 atoms, in Å:
C: 1.963786 1.199574 0.034065  -0.169
C: 0.902988 1.188926 1.030766  -0.270
C: 2.019830 0.243686 -0.914120  -0.123
C: -0.311233 0.353300 0.631210  -0.055
C: 0.003013 -0.708190 -0.507320  -0.349
C: -2.257622 -1.460722 -0.150251  -0.094
N: 1.071458 -0.711236 -1.205323  0.076
N: -1.030834 -1.465713 -0.853327  -0.019
Cl: 0.975612 3.454398 1.419676  0.109
H: 2.627112 1.971399 0.014599  0.039
H: 1.292332 1.124053 1.989064  0.049
H: 2.816120 0.146840 -1.651473  0.111
H: -0.637332 -0.084608 1.496323  0.066
H: -1.121420 1.051683 0.187497  0.172
H: -2.674780 -0.554390 -0.450879  0.051
H: -2.940357 -2.437529 -0.403510  0.150
H: -2.071724 -1.371717 0.984733  0.106
H: -0.626950 -1.939754 -1.651728  0.151

Forces on atoms 1 to 3 (eV/Å):
C -1.71 -1.98 -0.53
C 0.84 1.01 -2.49
C -0.08 0.02 -0.87


No. 4
C4H8S | the ωB97M-V functional and the def2-TZVPD basis

The HOMO energy is -8.64 eV.

Each line ends with the Löwdin charge.
Positions of all 13 atoms, in Å:
C: -1.665244 -0.074252 -0.056969  -0.178
C: -0.238384 -0.620932 -0.406579  -0.393
C: 0.740594 -0.065989 0.655210  -0.456
C: 1.593206 0.914301 -0.130399  -0.577
H: -2.707398 -1.114446 0.267001  0.152
H: -1.816728 0.151225 1.186818  0.077
H: -2.090550 0.939681 -0.866879  0.142
H: 0.005918 -0.273662 -1.299339  0.017
H: -0.326296 -1.789072 -0.395264  0.133
H: 0.782737 -0.490961 1.815901  0.171
H: 1.190869 1.145752 -1.028027  0.017
H: 2.106046 1.866215 0.354478  0.122
S: 2.425224 -0.587856 -0.095953  0.773

Forces on atoms 1 to 3 (eV/Å):
C -4.25 0.08 2.60
C -3.72 -3.29 5.99
C 1.72 -2.50 -0.40


No. 5
C35H76BrClN2O7P | the ωB97M-V functional and the def2-TZVPD basis

Its net charge is -1. The HOMO energy is -4.69 eV.

Each line ends with the Löwdin charge.
Positions of all 123 atoms, in Å:
C: -2.974186 0.131182 1.192330  0.079
C: -2.630180 1.004806 0.435570  -0.263
C: -2.204510 2.100803 -0.418192  -0.290
P: -0.699830 3.212069 0.156342  0.639
C: -1.719888 3.424149 1.753772  -0.266
C: -1.381826 2.964467 2.966448  -0.079
C: 0.602295 4.543212 0.738174  -0.198
C: 0.586474 5.818806 -0.056160  -0.492
C: 0.762937 5.766603 -1.547311  -0.070
N: 0.416420 6.974774 0.468053  0.094
O: 0.234562 2.857083 -1.285345  -0.244
C: 1.387197 2.176390 -0.979588  -0.497
N: 2.048454 1.615857 -2.148076  -0.015
C: 3.455016 1.977383 -2.216160  -0.287
C: 4.125816 1.423534 -3.483005  -0.083
C: 0.979356 1.151313 0.109574  -0.705
Br: 0.050182 -0.335113 -0.875103  0.852
C: 2.144300 0.646006 0.965575  -0.198
C: 2.658718 -0.767773 0.693919  -0.717
C: 1.912839 -1.847054 1.450681  -0.161
Cl: 4.393726 -0.826674 1.315392  0.529
O: 0.178146 1.894498 0.939392  -0.254
H: -3.156181 -0.822345 1.631583  -0.001
H: -3.027171 2.779467 -0.653193  0.067
H: -1.895156 1.651683 -1.365696  0.050
H: -1.390876 4.285230 -0.504346  0.040
H: -2.690157 3.915702 1.648400  0.062
H: -0.336649 2.990585 3.265978  0.041
H: -2.101048 2.522717 3.651663  0.038
H: 0.378554 4.821117 1.769612  0.064
H: 1.638863 4.186372 0.734114  0.074
H: 1.663977 5.222658 -1.839009  0.068
H: 0.818477 6.778867 -1.946176  0.065
H: -0.097686 5.265625 -1.988716  0.060
H: 0.286571 6.872746 1.475133  0.027
H: 2.170078 2.757358 -0.458917  0.115
H: 1.554421 1.941194 -2.970464  0.116
H: 3.610640 3.066310 -2.209402  0.103
H: 3.964767 1.527223 -1.361312  0.097
H: 4.599191 0.465190 -3.271022  0.065
H: 3.417266 1.338371 -4.305599  0.066
H: 4.930310 2.101314 -3.775628  0.063
H: 1.876132 0.688733 2.021924  0.128
H: 2.993501 1.321300 0.842451  0.081
H: 2.750451 -0.980733 -0.366839  0.071
H: 0.847983 -1.811933 1.224091  0.032
H: 2.042328 -1.728989 2.526368  0.077
H: 2.268717 -2.834349 1.150785  0.053
C: -3.909518 -4.013047 -2.107622  -0.080
C: -2.553621 -3.689395 -2.709627  -0.280
O: -1.569632 -3.369788 -1.749424  -0.180
C: -1.253389 -4.366124 -0.799046  -0.269
C: -0.710622 -5.652125 -1.402109  -0.074
H: -4.253541 -3.175980 -1.497982  0.077
H: -4.642264 -4.202336 -2.893865  0.073
H: -3.869550 -4.898308 -1.470179  0.062
H: -2.641673 -2.804129 -3.340009  0.121
H: -2.210166 -4.505107 -3.359464  0.106
H: -2.116124 -4.574180 -0.153581  0.104
H: -0.490677 -3.917077 -0.162190  0.115
H: -1.440281 -6.151167 -2.042912  0.064
H: -0.435618 -6.345798 -0.605680  0.061
H: 0.174579 -5.442337 -2.004953  0.082
C: 4.547087 -4.872663 -1.120496  -0.072
C: 4.203537 -5.004811 0.352778  -0.276
O: 2.895476 -5.495469 0.598918  -0.163
C: 2.601852 -6.779333 0.088191  -0.293
C: 3.490182 -7.885227 0.634261  -0.080
H: 3.827089 -4.223743 -1.621457  0.083
H: 5.542457 -4.441730 -1.232575  0.077
H: 4.540857 -5.836471 -1.633145  0.063
H: 4.235817 -4.021220 0.819659  0.093
H: 4.947319 -5.621746 0.871182  0.108
H: 2.625380 -6.772771 -1.008221  0.107
H: 1.567171 -6.971157 0.375767  0.103
H: 4.536252 -7.742789 0.360046  0.064
H: 3.171120 -8.850583 0.238487  0.074
H: 3.432915 -7.916627 1.723320  0.081
C: 8.833825 5.361354 0.034605  -0.084
C: 7.708314 5.421095 -0.985104  -0.288
O: 7.230697 4.155234 -1.395056  -0.161
C: 6.696106 3.330907 -0.370223  -0.274
C: 5.514215 3.936918 0.363743  -0.072
H: 9.671238 4.779931 -0.354692  0.078
H: 9.183686 6.369042 0.263495  0.073
H: 8.513908 4.900139 0.969612  0.065
H: 8.068071 5.899890 -1.896800  0.116
H: 6.885198 6.039685 -0.609710  0.108
H: 7.481831 3.042207 0.337976  0.107
H: 6.382017 2.416529 -0.874529  0.111
H: 5.782225 4.850428 0.897066  0.068
H: 5.124582 3.227818 1.095606  0.078
H: 4.717610 4.185270 -0.339083  0.068
C: -3.646385 -5.697528 3.858477  -0.081
C: -3.634622 -4.211341 4.177392  -0.283
O: -3.580829 -3.377616 3.038540  -0.160
C: -4.651578 -3.497130 2.121355  -0.289
C: -6.014825 -3.179556 2.711753  -0.075
H: -2.770668 -5.965768 3.265465  0.079
H: -3.634701 -6.277833 4.782263  0.073
H: -4.533518 -5.988658 3.293993  0.063
H: -2.739168 -3.969143 4.750144  0.119
H: -4.491981 -3.947980 4.808650  0.106
H: -4.648465 -4.492710 1.660152  0.104
H: -4.432656 -2.784827 1.325224  0.103
H: -6.290287 -3.873303 3.508193  0.063
H: -6.780011 -3.241672 1.936975  0.076
H: -6.020605 -2.172252 3.130202  0.084
C: -6.200655 1.770208 -0.371354  -0.079
C: -6.226386 3.213760 0.094670  -0.274
O: -6.093197 4.164810 -0.950364  -0.156
C: -7.085138 4.130040 -1.952605  -0.291
C: -8.497409 4.371810 -1.442877  -0.086
H: -5.276067 1.563703 -0.911093  0.070
H: -6.253036 1.100848 0.487196  0.074
H: -7.037961 1.535831 -1.033416  0.062
H: -5.380399 3.394483 0.758043  0.113
H: -7.133670 3.414861 0.678343  0.104
H: -7.037684 3.187286 -2.511193  0.106
H: -6.812371 4.921197 -2.652417  0.117
H: -8.819175 3.594973 -0.748070  0.062
H: -9.199870 4.383374 -2.278002  0.071
H: -8.555898 5.329211 -0.922652  0.078

Forces on atoms 1 to 3 (eV/Å):
C 0.06 -0.35 -0.46
C -0.23 0.31 0.24
C 0.43 -0.66 -0.33


No. 6
C5H9ClN | the ωB97M-V functional and the def2-TZVPD basis

Its net charge is +1. The HOMO energy is -13.49 eV. The SMILES is CC(C)([NH3+])C#CCl.

Each line ends with the Löwdin charge.
Positions of all 16 atoms, in Å:
C: -0.787816 -1.393351 -0.155341  -0.015
C: -0.079846 -0.069706 0.100416  -0.578
C: -0.673131 0.679536 1.286161  -0.014
N: -0.301833 0.802478 -1.161312  0.244
C: 1.349269 -0.240476 0.242674  -0.010
C: 2.626552 -0.032781 -0.047486  -0.586
Cl: 4.228395 -0.109325 -0.070230  0.815
H: -1.868352 -1.256227 -0.167105  0.099
H: -0.464914 -1.839014 -1.094247  0.100
H: -0.550213 -2.096643 0.638155  0.110
H: -1.716222 0.935804 1.110788  0.098
H: -0.108265 1.583534 1.500240  0.100
H: -0.629663 0.041448 2.165255  0.111
H: -1.280496 0.749492 -1.476476  0.177
H: 0.313878 0.464706 -1.910979  0.173
H: -0.057336 1.780525 -0.960511  0.177

Forces on atoms 1 to 3 (eV/Å):
C -0.09 -0.07 -0.09
C -0.55 -0.11 0.19
C -0.06 0.08 0.01


Record order is preserved below.
DFT total energy: -288.94453 -2138.64637 -803.62405 -555.18956 -5390.75382 -710.52370 Ha